Entry i
Formula: CH4NO3S
Source: the Open Molecules 2025 dataset
Level of theory: ωB97M-V with the def2-TZVPD basis set

HOMO energy (alpha / beta) (eV): -4.64 / -4.64
Charge: -1
Molar mass (g mol⁻¹): 110.11
E_LUMO (alpha / beta) (eV): 4.155 / 4.155
Gap between HOMO and LUMO (alpha / beta) (eV): 8.80 / 8.80

```
10
CH4NO3S ωB97M-V with the def2-TZVPD basis set
S 1.2540 0.7413 -0.7085
O 1.1404 2.0679 -1.3615
O 1.4888 -0.2969 -1.6986
O 2.0554 0.7790 0.5296
N -0.8572 0.5324 0.0916
C -1.0418 -0.9118 0.4602
H -0.5817 1.2252 0.9207
H -1.0732 -1.5237 -0.4711
H -0.3876 -1.4426 1.2783
H -1.9972 -1.1708 0.9593
```

Now the Mulliken charges, all in e: 1.033, -0.615, -0.592, -0.576, -0.613, -0.629, 0.234, 0.248, 0.215, 0.296

***

Entry ii
Formula: CH4NO3S
Source: the Open Molecules 2025 dataset
Level of theory: ωB97M-V with the def2-TZVPD basis set

HOMO energy (alpha / beta) (eV): -3.02 / -3.01
Charge: -1
Molar mass (g mol⁻¹): 110.11
E_LUMO (alpha / beta) (eV): 3.764 / 3.752
Gap between HOMO and LUMO (alpha / beta) (eV): 6.78 / 6.76

```
10
CH4NO3S ωB97M-V with the def2-TZVPD basis set
S 0.2539 0.2743 -0.8996
O 1.0458 -0.6105 -1.7795
O 1.5004 -0.0202 2.0600
O -0.3487 1.3842 -1.6657
N 1.6056 1.0425 1.3890
C -1.0969 -0.7798 -0.3419
H -0.6310 -1.6479 0.1448
H 0.8762 1.6954 1.7354
H -1.4462 -0.2694 0.5350
H -1.7590 -1.0686 -1.1774
```

Now the Mulliken charges, all in e: 0.559, -0.674, -0.328, -0.673, -0.058, -0.877, 0.270, 0.191, 0.297, 0.292

***

Entry iii
Formula: CH4NO3S
Source: the Open Molecules 2025 dataset
Level of theory: ωB97M-V with the def2-TZVPD basis set

HOMO energy (eV): -3.68
Charge: -1
Molar mass (g mol⁻¹): 110.11
E_LUMO (eV): 4.083
Gap between HOMO and LUMO (eV): 7.76

```
10
CH4NO3S ωB97M-V with the def2-TZVPD basis set
S 1.3788 0.1566 0.2136
O -2.0024 0.8034 0.6727
O 1.1100 0.9899 -0.9776
O -0.2318 -0.7957 0.2495
N 2.6192 -0.7915 -0.0300
C -1.2412 -0.1370 -0.2015
H 2.8193 -1.3599 0.7211
H -0.9669 0.5276 -1.0546
H -1.4401 1.5173 0.7299
H -2.0449 -0.9108 -0.3232
```

Now the Mulliken charges, all in e: 0.387, -0.527, -0.579, -0.362, -0.624, -0.256, 0.194, 0.292, 0.287, 0.189

***

Which structure wins on stability? entry i wins.

***

Entry i
Formula: C6H15NO
Source: the Open Molecules 2025 dataset
Level of theory: ωB97M-V with the def2-TZVPD basis set

HOMO energy (eV): -9.23
Charge: 0
Molar mass (g mol⁻¹): 117.19
E_LUMO (eV): 0.666
Gap between HOMO and LUMO (eV): 9.90

```
23
C6H15NO ωB97M-V with the def2-TZVPD basis set
O -3.1090 -4.2333 1.0725
N -0.3836 2.3517 -0.6423
C 0.6678 0.4307 0.5776
C 0.7689 -0.5499 -0.5826
C -0.3646 -1.5478 -0.6794
C 0.8231 1.8935 0.0893
C 1.6292 -0.4386 -1.5908
C 1.0064 2.8307 1.3032
H 0.6089 2.3421 2.2051
H 2.5725 0.0965 -1.5752
H 1.5285 0.2230 1.2189
H -0.2796 0.3905 1.1105
H 2.0352 3.0789 1.5435
H 0.2783 3.6302 1.1729
H -1.1637 2.3844 -0.0035
H 1.5045 -1.0663 -2.4612
H -1.2986 -0.9991 -0.5312
H -0.6557 1.6130 -1.2906
H 1.6030 2.0152 -0.6542
H -2.9052 -3.4103 1.5130
H -0.2612 -2.3091 0.0996
H -3.3564 -4.0965 0.1493
H -0.3927 -2.0911 -1.6227
```

Now the Mulliken charges, all in e: -0.634, -0.776, -0.802, 0.719, -1.234, 0.414, -1.086, -1.410, 0.337, 0.295, 0.324, 0.378, 0.338, 0.408, 0.262, 0.278, 0.285, 0.263, 0.329, 0.311, 0.311, 0.319, 0.370

***

Entry ii
Formula: C6H15NO
Source: the Open Molecules 2025 dataset
Level of theory: ωB97M-V with the def2-TZVPD basis set

HOMO energy (eV): -7.79
Charge: 0
Molar mass (g mol⁻¹): 117.19
E_LUMO (eV): 0.828
Gap between HOMO and LUMO (eV): 8.62

```
23
C6H15NO ωB97M-V with the def2-TZVPD basis set
O 1.8870 -2.6203 -0.9464
N 0.1927 -0.9481 1.4714
C -0.2443 0.6605 -0.2547
C 0.1278 1.9321 -0.9951
C -2.6319 0.1608 -0.7720
C 0.3242 0.3314 0.9051
C 1.2061 1.2368 1.7236
C -1.1492 -0.2517 -1.0263
H -2.9116 0.0285 0.2719
H 2.0008 1.6605 1.1055
H -3.2898 -0.4510 -1.3862
H 2.4003 -2.4093 -0.1643
H -0.6576 2.2498 -1.6731
H 0.6840 2.0582 2.2101
H -0.4353 -1.6298 1.0945
H -2.7248 1.2153 -1.0254
H 1.0655 1.8596 -1.5471
H -0.9797 -0.2386 -2.1049
H 1.1270 -2.0737 -0.7303
H -1.0541 -1.3183 -0.7934
H 0.2472 2.7094 -0.2327
H 0.3155 -1.0202 2.4649
H 1.7279 0.6421 2.4730
```

Now the Mulliken charges, all in e: -0.697, -0.382, 0.519, -1.568, -1.138, 0.765, -1.465, -0.938, 0.275, 0.358, 0.384, 0.315, 0.421, 0.301, 0.170, 0.308, 0.277, 0.384, 0.367, 0.354, 0.393, 0.177, 0.421

***

Which structure wins on stability? entry ii wins.

***

Entry i
Formula: C7H10
Source: the Open Molecules 2025 dataset
Level of theory: ωB97M-V with the def2-TZVPD basis set

HOMO energy (alpha / beta) (eV): -7.95 / -7.96
Charge: 0
Molar mass (g mol⁻¹): 94.16
E_LUMO (alpha / beta) (eV): 0.278 / 0.291
Gap between HOMO and LUMO (alpha / beta) (eV): 8.23 / 8.25

```
17
C7H10 ωB97M-V with the def2-TZVPD basis set
C -0.5426 -0.6017 1.3006
C -0.8548 0.3171 -0.4824
C 0.2731 -0.8084 -0.0107
C 0.3266 0.6687 1.3164
C -1.8192 -0.2918 0.5424
C 1.5052 -0.0879 0.6475
C -0.1493 1.4177 0.2769
H -0.4551 -1.2997 2.1365
H 2.1920 0.4922 0.0271
H -2.5524 0.3846 0.9950
H -1.1399 0.4796 -1.5249
H -2.3041 -1.1991 0.1701
H 1.1365 0.1638 -2.9554
H 0.4855 2.1397 -0.2345
H 2.0562 -0.7896 1.2868
H 0.3603 -1.8046 -0.4737
H 1.4819 0.8192 -3.0177
```

Now the Mulliken charges, all in e: -0.370, -0.415, -0.387, 0.002, -0.643, -0.623, -0.443, 0.426, 0.296, 0.354, 0.447, 0.317, -0.105, 0.383, 0.272, 0.384, 0.105

***

Entry ii
Formula: C7H10
Source: the Open Molecules 2025 dataset
Level of theory: ωB97M-V with the def2-TZVPD basis set

HOMO energy (eV): -8.57
Charge: 0
Molar mass (g mol⁻¹): 94.16
E_LUMO (eV): 1.091
Gap between HOMO and LUMO (eV): 9.66

```
17
C7H10 ωB97M-V with the def2-TZVPD basis set
C -0.8422 1.1334 -0.6491
C -1.6588 0.1052 0.0249
C 1.0757 0.3592 0.9408
C 0.3846 -1.0931 0.5324
C -1.1123 -0.9313 0.6824
C 0.9165 -0.6340 -0.8506
C 0.6401 0.8151 -0.5490
H 1.9963 -0.9621 -0.8765
H 2.1318 0.1493 0.8560
H -2.7107 0.1125 0.1313
H -1.2120 2.1227 -0.2448
H -1.1546 1.0407 -1.5881
H 0.7328 -2.1171 1.0153
H 1.2131 1.6016 -1.0074
H 0.5276 -0.9993 -1.7613
H 0.8192 0.7939 1.8393
H -1.7471 -1.4968 1.5045
```

Now the Mulliken charges, all in e: -0.865, -0.471, -1.010, 0.137, -0.423, -1.090, 0.104, 0.283, 0.314, 0.405, 0.365, 0.430, 0.326, 0.413, 0.409, 0.441, 0.231

***

Entry iii
Formula: C7H10
Source: the Open Molecules 2025 dataset
Level of theory: ωB97M-V with the def2-TZVPD basis set

HOMO energy (eV): -8.23
Charge: 0
Molar mass (g mol⁻¹): 94.16
E_LUMO (eV): 0.263
Gap between HOMO and LUMO (eV): 8.49

```
17
C7H10 ωB97M-V with the def2-TZVPD basis set
C 0.0765 1.4013 -0.0153
C -0.3979 -1.8961 0.3482
C -0.7677 0.7683 -1.1310
C -0.0943 0.6128 1.2559
C -0.1870 -0.7255 1.3311
C 1.2771 0.7532 -0.7409
C 0.3528 -0.2221 -1.4552
H -0.8094 1.3841 -2.0389
H -0.0147 1.1706 2.1917
H -0.9571 -2.6199 0.9385
H 0.5338 -2.3930 0.0396
H -0.1001 -1.1225 2.3376
H 0.0557 2.4904 0.1321
H 2.1247 0.3976 -0.1437
H 1.6660 1.3379 -1.5873
H -0.9768 -1.7640 -0.5725
H -1.7817 0.4268 -0.8899
```

Now the Mulliken charges, all in e: 0.163, -1.305, -0.611, -0.654, -0.001, -0.517, -0.615, 0.345, 0.312, 0.362, 0.313, 0.333, 0.430, 0.349, 0.324, 0.463, 0.310

***

Which structure wins on stability? entry ii wins.

***

Entry i
Formula: C3H4N2
Source: the Open Molecules 2025 dataset
Level of theory: ωB97M-V with the def2-TZVPD basis set

HOMO energy (eV): -10.42
Charge: 0
Molar mass (g mol⁻¹): 68.08
E_LUMO (eV): 1.037
Gap between HOMO and LUMO (eV): 11.46

```
9
C3H4N2 ωB97M-V with the def2-TZVPD basis set
N -2.1752 -1.1834 -0.0262
N 1.1647 -0.3735 0.1446
C 0.0417 -0.0399 -0.7139
C -1.2096 -0.7288 -0.4720
C 0.3772 0.8023 0.4816
H 0.2584 0.2116 -1.7470
H -0.3961 0.7609 1.2718
H 1.0018 -1.1743 0.7445
H 0.9372 1.7250 0.3165
```

Now the Mulliken charges, all in e: -0.440, -0.512, -0.041, 0.254, -0.398, 0.345, 0.271, 0.277, 0.245

***

Entry ii
Formula: C3H4N2
Source: the Open Molecules 2025 dataset
Level of theory: ωB97M-V with the def2-TZVPD basis set

HOMO energy (eV): -8.14
Charge: 0
Molar mass (g mol⁻¹): 68.08
E_LUMO (eV): 0.778
Gap between HOMO and LUMO (eV): 8.92

```
9
C3H4N2 ωB97M-V with the def2-TZVPD basis set
N 0.9329 0.4346 0.7025
N 0.5844 -0.7990 0.1248
C -0.9918 0.7116 -0.2375
C 0.0221 1.3969 0.5095
C -0.6192 -0.5895 -0.4635
H -1.1363 -1.3973 -0.9708
H 1.8889 0.6246 0.9549
H 1.2043 -1.5848 -0.0257
H -1.8852 1.2029 -0.5942
```

Now the Mulliken charges, all in e: -0.027, -0.158, -0.386, -0.321, -0.279, 0.390, 0.231, 0.214, 0.336

***

Which structure wins on stability? entry i wins.

***

Entry i
Formula: C3H4N2
Source: the Open Molecules 2025 dataset
Level of theory: ωB97M-V with the def2-TZVPD basis set

HOMO energy (eV): -10.29
Charge: 0
Molar mass (g mol⁻¹): 68.08
E_LUMO (eV): 0.745
Gap between HOMO and LUMO (eV): 11.04

```
9
C3H4N2 ωB97M-V with the def2-TZVPD basis set
N -0.1901 -2.7337 0.1741
N 0.4522 0.4692 -0.8749
C -0.4182 -0.3135 -0.1612
C 0.3964 0.8132 0.4376
C -0.1526 -1.5859 0.0842
H -1.4173 0.1083 -0.0905
H 1.3138 0.5784 1.1180
H 0.0958 0.9898 -1.5543
H -0.0800 1.6742 0.8669
```

Now the Mulliken charges, all in e: -0.406, -0.487, 0.025, -0.339, 0.126, 0.370, 0.215, 0.218, 0.278

***

Entry ii
Formula: C3H4N2
Source: the Open Molecules 2025 dataset
Level of theory: ωB97M-V with the def2-TZVPD basis set

HOMO energy (alpha / beta) (eV): -8.85 / -9.24
Charge: 0
Molar mass (g mol⁻¹): 68.08
E_LUMO (alpha / beta) (eV): -0.395 / 0.043
Gap between HOMO and LUMO (alpha / beta) (eV): 8.45 / 9.28

```
9
C3H4N2 ωB97M-V with the def2-TZVPD basis set
N -2.2859 0.4139 -0.0538
N -2.2991 -0.7738 -0.0247
C -0.2124 -0.3352 0.0525
C -0.9651 0.7907 0.0338
C 1.3255 -0.3980 -0.0865
H -0.6479 1.8841 0.2285
H 1.9022 0.5732 0.0628
H 1.6102 -1.0790 -0.9398
H 1.5726 -1.0758 0.7273
```

Now the Mulliken charges, all in e: -0.041, -0.220, 0.078, -0.077, -0.877, 0.309, 0.275, 0.266, 0.287

***

Which structure wins on stability? entry i wins.

***

Entry i
Formula: C3H10N3S
Source: the Open Molecules 2025 dataset
Level of theory: ωB97M-V with the def2-TZVPD basis set

HOMO energy (alpha / beta) (eV): -12.25 / -13.01
Charge: +1
Molar mass (g mol⁻¹): 120.20
E_LUMO (alpha / beta) (eV): -6.399 / -5.985
Gap between HOMO and LUMO (alpha / beta) (eV): 5.85 / 7.02

```
17
C3H10N3S ωB97M-V with the def2-TZVPD basis set
S -1.4025 1.5002 0.0176
N 2.3847 -0.3222 0.7764
N 2.3654 1.3322 -0.6216
N -0.8413 0.2427 0.7671
C -2.3112 -1.1069 -0.8468
C 1.6888 0.3382 -0.1062
C -1.4876 -1.0021 0.4089
H 2.1400 -1.1489 1.2773
H 1.8955 2.1613 -1.0794
H -0.5213 2.3649 0.5954
H -2.7487 -2.0623 -1.0703
H -1.7913 -0.4866 -1.6997
H 3.2178 0.1206 1.1016
H -0.6562 -1.8695 0.5733
H 3.3017 1.6014 -0.5526
H -2.0730 -1.2063 1.2402
H -3.1608 -0.4568 -0.7811
```

Now the Mulliken charges, all in e: 0.113, -0.312, -0.343, -0.023, -1.193, 0.192, -0.190, 0.200, 0.224, 0.235, 0.341, 0.309, 0.168, 0.259, 0.194, 0.402, 0.425

***

Entry ii
Formula: C3H10N3S
Source: the Open Molecules 2025 dataset
Level of theory: ωB97M-V with the def2-TZVPD basis set

HOMO energy (eV): -13.86
Charge: +1
Molar mass (g mol⁻¹): 120.20
E_LUMO (eV): -3.835
Gap between HOMO and LUMO (eV): 10.03

```
17
C3H10N3S ωB97M-V with the def2-TZVPD basis set
S 1.4832 -0.3408 -1.8481
N -1.4577 0.3159 -1.9628
N -1.8922 -0.4805 0.2095
N 0.5416 -0.3650 -0.4258
C 1.0370 0.6233 0.6332
C 1.1645 0.0175 2.0121
C -1.0881 -0.0688 -0.7389
H 0.4025 -0.8362 2.0283
H 1.9802 1.0825 0.1108
H -2.4382 0.1639 -2.1598
H 1.8238 -1.5290 -1.9716
H -2.8010 -0.1075 0.3036
H 0.2715 1.4758 0.5560
H 2.2465 -0.1069 2.1825
H -0.7624 0.0338 -2.6510
H 0.8358 0.9118 2.6538
H -1.3472 -0.7898 1.0682
```

Now the Mulliken charges, all in e: -0.194, -0.292, -0.249, -0.181, -0.524, -0.773, 0.500, 0.263, 0.456, 0.291, 0.186, 0.259, 0.269, 0.305, 0.211, 0.242, 0.232

***

Which structure wins on stability? entry ii wins.